(1)
The following is a quantum chemistry calculation of a molecular structure, C7H26O12V at a distorted geometry, from the Open Molecules 2025 dataset.

net charge: -1
max |F|: 3.91 eV/A
energy relative to the best compared isomer or geometry (same formula, charge and spin): 0.517 eV
energy: -57941.1233 eV

```
46
Properties=species:S:1:pos:R:3:lowdin_charge:R:1
O -0.70675 0.65146 -1.08954 -0.353
V -2.21570 0.63438 -1.66708 0.902
O -3.15749 0.89448 -0.42011 -0.375
C -1.75786 -1.87778 -3.27082 -0.807
O -1.84015 -1.15460 -4.36457 -0.068
O -2.22842 -1.37073 -2.14654 -0.137
O -1.31670 -3.04003 -3.29110 -0.012
O 1.42630 -0.47719 -3.11178 -0.046
H 0.75397 0.19552 -3.29566 0.013
H 2.24121 0.01748 -2.97387 0.041
O -3.91068 0.88744 -3.10871 -0.063
H -4.08418 0.18464 -3.75253 0.089
H -4.51095 1.60245 -3.33063 0.074
O 0.83593 -2.10400 -0.82362 -0.061
H 1.02058 -1.41274 -1.48125 -0.009
H 1.69848 -2.38428 -0.50907 0.002
O -2.01285 2.97602 -1.85594 -0.049
H -1.33552 3.45053 -2.34681 0.076
H -2.77437 3.56359 -1.83443 0.072
O -1.20646 0.88318 -3.81181 -0.175
H -0.72610 1.36809 -4.48717 0.043
H -1.49744 -0.01763 -4.25116 -0.124
C 2.26051 0.30253 1.40147 -0.060
C 3.68103 0.47777 0.89618 -0.474
C 4.71650 -0.02012 1.89536 -0.080
O 3.82196 -0.28979 -0.31389 -0.061
H 2.11528 0.78413 2.37257 0.082
H 1.96137 -0.73898 1.53071 0.075
H 1.58817 0.73544 0.66064 0.079
H 3.93239 1.51374 0.66966 0.134
H 4.69440 0.52433 2.84531 0.075
H 5.73114 -0.03034 1.49597 0.072
H 4.54150 -1.04116 2.25918 0.079
H 3.62576 -1.19165 -0.03895 0.071
C -1.73746 -1.51357 3.93987 -0.075
C -0.69538 -0.46873 3.54507 -0.480
C -1.29676 0.44489 2.51830 -0.070
O -0.37943 0.21011 4.77815 -0.069
H -2.03229 -2.12382 3.08026 0.085
H -2.65207 -1.02850 4.29249 0.074
H -1.43588 -2.20227 4.73089 0.069
H 0.16525 -0.98417 3.11997 0.122
H -0.70533 1.36812 2.46901 0.083
H -2.30189 0.80997 2.75310 0.084
H -1.32568 0.02130 1.51617 0.076
H -0.96794 0.97048 4.80672 0.074
```


(2)
The following is a quantum chemistry calculation of 2 unconnected molecules or ions with the total composition C4H4 at a distorted geometry, from the Open Molecules 2025 dataset.

net charge: 0
max |F|: 6.25 eV/A
energy relative to the best compared isomer or geometry (same formula, charge and spin): 7.624 eV
energy: -4202.5341 eV

```
8
Properties=species:S:1:pos:R:3:nbo_charge:R:1
C -2.97054 1.34576 0.18564 0.092
C -1.92108 0.88974 -0.04333 -0.240
C 1.22926 -0.67184 0.31304 -0.346
C 0.33433 0.01341 -0.37401 -0.301
H 2.22753 -0.94468 0.04738 0.206
H -0.68490 0.00782 -0.04492 0.178
H 0.62719 0.23669 -1.43107 0.218
H 1.15820 -0.87689 1.34727 0.194
```


Question: The lowest energy belongs to which entry?
Answer: C7H26O12V